# 1
This record from the Open Molecules 2025 dataset describes a 9-piece molecular cluster, C28H51Cl15F8O overall. The level of theory is ωB97M-V/def2-TZVPD.

Structure (XYZ):
```
103
Properties=species:S:1:pos:R:3:forces:R:3
F -0.816 21.512 -17.634 -1.775 0.015 1.618
C 0.232 21.812 -18.334 2.499 -0.366 -1.385
F -0.188 22.055 -19.614 0.208 0.477 0.137
C 1.091 23.002 -17.793 -1.367 -2.459 -0.965
F 1.516 22.668 -16.558 0.018 -0.043 0.523
F 0.280 24.053 -17.699 0.258 1.154 -0.058
C 2.310 23.190 -18.659 0.709 0.892 0.109
O 3.030 21.947 -18.741 1.274 -0.170 -0.412
C 4.127 21.916 -19.665 -3.398 0.564 1.070
F 3.546 21.958 -20.882 0.737 0.299 -0.468
F 4.918 22.968 -19.474 0.231 0.360 -0.356
C 4.944 20.664 -19.523 1.452 -0.792 2.243
F 4.246 19.549 -19.582 -1.604 -0.977 -0.407
F 5.877 20.603 -20.451 0.923 0.458 -2.071
H 0.906 20.956 -18.379 -0.052 -0.262 0.039
H 2.877 23.918 -18.078 0.425 0.171 -0.293
H 2.050 23.611 -19.631 -0.035 -0.224 -0.042
H 5.529 20.585 -18.607 -0.500 0.795 0.665
Cl -3.794 23.186 -17.173 -0.255 -0.258 0.273
C -4.062 21.578 -16.520 -0.120 -0.944 0.325
Cl -4.718 20.450 -17.781 0.298 0.766 0.709
Cl -5.070 21.521 -15.014 0.206 0.269 -0.990
H -3.113 21.161 -16.182 -0.078 0.168 -0.342
Cl -2.699 22.223 -12.393 0.384 0.295 -0.179
C -0.962 22.150 -12.721 0.142 -0.387 0.400
Cl -0.639 22.142 -14.482 -0.034 -0.051 0.866
Cl -0.311 20.737 -11.812 0.046 0.220 -0.659
H -0.418 22.982 -12.274 -0.486 0.087 -0.336
Cl 1.381 16.864 -22.915 -0.434 -0.089 -0.197
C 2.166 17.722 -21.622 1.293 0.092 0.059
Cl 2.985 16.600 -20.527 0.021 -0.390 0.149
Cl 1.137 18.786 -20.709 -0.506 0.320 0.013
H 2.981 18.304 -22.052 -0.370 0.076 -0.007
Cl 4.220 14.935 -10.773 -0.474 0.079 -0.884
C 3.563 15.628 -12.311 0.578 -0.011 0.144
Cl 2.562 17.045 -11.921 0.266 -0.447 -0.323
Cl 2.742 14.472 -13.365 -0.239 -0.063 0.510
H 4.424 15.898 -12.922 -0.151 0.451 0.480
Cl 6.095 14.169 -16.104 -0.395 -0.031 0.287
C 5.707 14.085 -17.825 0.174 0.077 0.164
Cl 4.169 13.244 -18.158 0.556 0.408 0.152
Cl 7.064 13.293 -18.615 -0.061 -0.088 -0.412
H 5.672 15.123 -18.158 -0.313 -0.365 -0.193
C -10.824 16.297 -14.933 0.434 -0.313 0.701
C -9.627 17.155 -14.560 0.141 -0.010 0.407
C -8.387 16.946 -15.422 -0.604 0.150 -0.415
C -7.283 17.915 -15.059 1.295 -0.410 -0.961
C -5.969 17.619 -15.873 -0.984 0.893 1.013
C -5.405 16.220 -15.631 0.243 0.619 -1.026
H -10.575 15.269 -14.669 -0.146 -0.263 -0.413
H -11.067 16.384 -15.992 -0.102 -0.059 0.069
H -11.681 16.547 -14.307 -0.149 0.133 -0.225
H -9.966 18.184 -14.446 0.329 0.383 -0.682
H -9.276 16.957 -13.547 -0.284 -0.429 0.316
H -8.615 17.023 -16.485 -0.238 0.642 -0.273
H -8.077 15.901 -15.426 0.140 -0.146 0.810
H -7.632 18.926 -15.268 0.073 0.132 -0.016
H -7.018 17.883 -14.002 -0.190 -0.156 0.204
H -6.140 17.880 -16.918 -0.216 -0.690 -0.306
H -5.238 18.391 -15.629 0.245 -0.105 0.479
H -5.168 16.005 -14.589 -0.186 0.098 0.020
H -6.056 15.454 -16.052 0.025 -0.088 0.205
H -4.479 16.198 -16.206 0.237 -0.404 0.096
C 3.350 16.628 -16.589 -1.290 0.672 0.781
C 2.141 17.546 -16.979 1.025 -0.536 -0.892
C 0.793 17.311 -16.292 0.334 0.434 0.003
C -0.166 18.489 -16.578 0.390 -1.044 0.538
C -1.601 18.379 -16.074 0.587 1.027 0.667
C -1.807 18.700 -14.550 -0.371 -0.624 -1.052
H 4.254 16.839 -17.162 -0.193 -0.162 -0.345
H 3.065 15.576 -16.578 0.219 -0.054 -0.318
H 3.608 16.877 -15.560 0.103 -0.092 0.232
H 2.519 18.566 -16.904 -0.326 0.325 0.468
H 1.985 17.451 -18.054 -0.107 -0.146 -0.150
H 0.965 17.149 -15.228 -0.188 0.155 0.254
H 0.351 16.392 -16.676 -0.033 -0.179 -0.063
H 0.280 19.389 -16.155 0.074 0.280 -0.309
H -0.292 18.552 -17.659 0.532 0.309 -0.247
H -2.055 19.142 -16.707 -0.829 0.040 0.281
H -2.000 17.418 -16.398 -0.270 -0.067 0.379
H -2.875 18.708 -14.332 -0.120 -0.297 0.115
H -1.319 17.937 -13.945 -0.060 0.023 0.124
H -1.468 19.680 -14.213 0.357 -0.147 -0.483
C -2.768 12.758 -18.052 -0.103 0.025 -0.214
C -1.380 13.334 -18.328 0.105 -0.127 -0.770
C -1.317 14.508 -19.338 1.084 -0.466 -0.285
C -2.274 15.634 -19.203 -0.749 0.742 -0.364
C -2.209 16.715 -20.346 0.476 -0.443 1.666
C -3.113 17.912 -20.037 -0.659 0.009 -0.086
H -3.470 13.384 -17.500 0.303 0.255 0.201
H -2.715 11.795 -17.544 0.083 0.032 0.072
H -3.262 12.581 -19.008 -0.019 -0.136 -0.159
H -0.761 13.503 -17.447 -0.442 0.503 0.356
H -0.801 12.552 -18.818 -0.041 -0.290 -0.117
H -1.461 14.163 -20.362 0.033 -0.619 -0.104
H -0.287 14.863 -19.332 0.224 0.215 0.045
H -3.247 15.151 -19.304 -0.478 0.358 0.455
H -2.160 16.074 -18.213 -0.315 0.314 0.069
H -1.187 17.094 -20.356 0.174 -0.142 -0.386
H -2.407 16.182 -21.276 -0.153 0.346 -0.169
H -3.430 18.506 -20.894 0.300 -0.112 -0.290
H -4.050 17.614 -19.567 -0.105 -0.293 0.073
H -2.674 18.623 -19.337 0.334 -0.143 0.066
```
Positions in Å, forces in eV/Å.

Properties
Total energy (eV): -241486.234
LUMO level (eV): 0.27
SMILES string: FC(F)C(F)(F)COC(F)(F)C(F)F.ClC(Cl)Cl.ClC(Cl)Cl.ClC(Cl)Cl.ClC(Cl)Cl.ClC(Cl)Cl.CCCCCC.CCCCCC.CCCCCC
Energy above the lowest of the compared OMol25 structures with the same formula, charge and spin (kJ/mol): 0.0
Total charge: 0

Löwdin atomic charge list, values in e, 4 entries:
1. F 0.106
2. C -0.347
3. F 0.079
4. C -0.485

# 2
This record from the Open Molecules 2025 dataset describes C28H51FeN6O14S3 as an isolated structure. The level of theory is ωB97M-V/def2-TZVPD.

Structure (XYZ):
```
103
Properties=species:S:1:pos:R:3:forces:R:3
Fe 0.178 -0.297 -1.916 0.903 -1.693 -1.052
C -1.922 -1.319 2.012 -0.181 0.415 -0.232
O -2.160 -2.696 1.800 0.011 -0.476 -0.416
C -3.128 -3.273 2.612 0.575 0.716 0.614
C -4.526 -2.763 2.294 -0.857 -0.637 -0.989
N -4.647 -2.627 0.803 -0.310 -0.413 0.146
H -3.786 -2.179 0.367 0.509 0.250 -0.485
H -4.642 -3.549 0.363 0.100 -0.037 0.127
C -5.792 -1.850 0.255 1.233 0.763 -0.063
C -7.140 -2.460 0.458 0.270 -0.713 -0.126
O -7.444 -2.625 1.822 -0.081 0.538 0.104
C -8.615 -3.367 2.030 -0.224 -0.327 0.194
H -1.274 -0.978 1.210 0.189 -0.177 0.117
H -1.458 -1.148 2.988 -0.035 0.009 -0.002
H -2.847 -0.727 1.904 0.011 -0.076 0.252
H -2.889 -3.048 3.664 -0.281 -0.168 0.069
H -3.067 -4.354 2.480 -0.034 -0.006 -0.140
H -4.842 -1.817 2.722 0.327 0.093 0.115
H -5.283 -3.507 2.534 0.053 0.091 0.562
H -5.549 -1.750 -0.806 -0.229 -0.159 -0.048
H -5.622 -0.839 0.632 -0.553 -0.034 0.264
H -7.089 -3.461 -0.004 -0.302 0.112 -0.150
H -7.894 -1.859 -0.060 -0.063 -0.042 0.010
H -9.472 -3.013 1.445 0.144 0.142 -0.098
H -8.875 -3.281 3.084 0.062 -0.028 0.007
H -8.455 -4.428 1.793 -0.029 0.042 -0.034
S -2.065 -1.722 -1.829 1.901 0.464 0.011
O -2.424 -2.790 -2.707 -0.586 -0.133 -0.228
O -0.751 -1.908 -1.137 -0.393 -0.884 0.752
O -1.693 -0.427 -2.560 -1.658 0.355 -0.355
O -3.110 -1.454 -0.816 -0.706 0.472 0.078
S 1.364 -0.041 0.478 -1.146 -1.327 -1.596
O 1.911 -0.467 -0.859 1.595 0.212 0.702
O 1.117 -1.167 1.333 0.091 0.311 0.473
O 2.138 1.006 1.175 0.337 0.414 -0.137
O 0.075 0.551 -0.101 -0.578 1.163 1.610
S 1.540 -2.735 -3.776 0.525 -0.983 -0.693
O 1.106 -2.841 -5.173 0.045 0.253 0.364
O 1.066 -3.819 -2.933 0.035 0.349 -0.031
O 3.021 -2.590 -3.698 -0.265 0.224 -0.164
O 0.980 -1.394 -3.261 -0.407 0.963 0.397
C 0.249 0.575 -5.370 -0.448 -0.301 -0.146
C -0.129 1.638 -4.350 -0.397 0.077 -0.911
N 0.530 1.536 -3.040 0.432 0.991 0.475
C 0.165 2.735 -2.221 -0.023 -0.284 -0.363
C -1.283 2.782 -1.773 0.246 0.049 0.646
C 2.022 1.554 -3.173 0.281 -0.688 -0.548
C 2.618 2.614 -4.084 -0.044 0.596 0.309
H 1.312 0.554 -5.600 0.040 -0.154 0.118
H -0.285 0.751 -6.311 0.033 0.350 0.076
H -0.082 -0.413 -5.058 0.368 -0.054 0.147
H 0.055 2.629 -4.797 0.258 0.030 0.292
H -1.212 1.614 -4.227 0.057 -0.245 0.344
H 0.832 2.745 -1.359 -0.118 -0.032 0.108
H 0.403 3.628 -2.810 -0.067 0.017 -0.015
H -1.489 2.031 -1.009 0.071 -0.182 -0.163
H -1.393 3.745 -1.263 -0.351 0.072 -0.294
H -2.001 2.644 -2.576 -0.026 0.262 -0.046
H 2.320 0.555 -3.499 -0.010 0.039 -0.076
H 2.462 1.677 -2.186 -0.258 -0.030 0.130
H 3.705 2.534 -4.031 -0.005 -0.134 -0.103
H 2.390 3.614 -3.703 -0.001 0.012 -0.107
H 2.306 2.568 -5.126 0.000 -0.199 -0.014
N 2.905 -0.101 3.768 0.165 -0.123 -0.212
C 4.047 -0.631 4.290 0.090 0.760 -0.108
C 3.787 -1.000 5.585 -0.178 0.117 0.298
C 2.412 -0.726 5.822 0.121 0.014 0.190
C 1.898 -0.179 4.672 -0.093 0.128 0.165
H 2.825 0.287 2.832 -0.254 -0.262 -0.034
H 4.946 -0.538 3.704 0.125 -0.344 0.140
H 4.473 -1.307 6.357 0.176 -0.268 -0.254
H 1.907 -0.884 6.762 -0.162 -0.013 -0.098
H 0.911 0.181 4.437 -0.019 -0.061 -0.057
N 4.198 -3.363 -1.442 0.247 -0.110 0.033
C 4.547 -4.658 -1.214 -0.054 -0.062 -0.189
C 4.941 -4.791 0.099 -0.093 0.565 0.571
C 4.759 -3.508 0.697 0.556 0.129 -0.238
C 4.354 -2.648 -0.300 -0.251 -0.093 0.267
H 3.781 -3.026 -2.341 -0.146 0.011 0.205
H 4.406 -5.371 -2.011 0.163 -0.105 0.066
H 5.363 -5.612 0.657 -0.233 -0.383 -0.355
H 4.949 -3.240 1.725 0.021 -0.001 -0.005
H 4.127 -1.596 -0.255 -0.155 -0.081 -0.091
N 3.132 3.471 0.117 0.546 0.104 0.241
C 4.082 3.480 -0.861 -0.295 -0.052 -0.433
C 4.084 4.722 -1.446 0.166 -0.055 0.266
C 3.138 5.517 -0.737 0.441 0.060 -0.123
C 2.599 4.721 0.243 -0.266 -0.065 -0.058
H 2.871 2.633 0.634 -0.071 0.079 -0.048
H 4.646 2.599 -1.117 -0.093 -0.085 0.054
H 4.732 5.017 -2.256 -0.074 0.083 -0.027
H 2.961 6.565 -0.915 -0.186 -0.006 0.126
H 1.911 4.945 1.042 -0.157 -0.004 -0.127
N 0.556 3.102 2.301 -0.245 -0.170 0.369
C 1.051 3.699 3.423 -0.058 0.103 -0.202
C 0.220 4.747 3.734 -0.194 0.021 0.189
C -0.848 4.748 2.789 0.255 0.049 0.145
C -0.612 3.702 1.931 0.262 -0.249 -0.212
H 0.962 2.293 1.836 0.030 -0.088 0.058
H 1.924 3.323 3.929 0.086 0.007 -0.106
H 0.323 5.402 4.584 0.052 0.038 -0.042
H -1.655 5.461 2.767 -0.123 -0.109 -0.099
H -1.144 3.266 1.101 -0.137 0.291 -0.049
```
Positions in Å, forces in eV/Å.

Properties
Total energy (eV): -134365.243
LUMO level (eV): 2.86
⟨S²⟩: 8.7573
Total charge: -2
Multiplicity: 6

Löwdin atomic charge list, values in e, 4 entries:
1. Fe 0.984
2. C -0.083
3. O -0.164
4. C -0.215

# 3
This record from the Open Molecules 2025 dataset describes a 6-piece molecular cluster, C28H51N2O8 overall. The level of theory is ωB97M-V/def2-TZVPD.

Structure (XYZ):
```
89
Properties=species:S:1:pos:R:3:forces:R:3
C 3.305 -1.989 1.266 -0.061 0.366 0.024
C 2.723 -0.576 1.192 0.497 0.246 -0.477
C 1.925 -0.367 -0.103 -0.044 -0.646 0.059
O 0.623 0.180 0.123 0.150 0.163 -0.111
C 0.658 1.546 0.444 -0.036 0.253 0.124
C -0.548 1.822 1.294 -0.043 -0.238 -0.122
C -0.490 2.551 2.472 -0.442 -0.042 -0.065
C -1.660 2.734 3.185 0.796 -0.100 0.132
O -1.700 3.446 4.332 -0.259 -0.100 -0.201
N -2.810 2.205 2.739 -0.081 -0.027 -0.097
C -2.910 1.481 1.593 0.347 -0.268 -0.032
C -4.276 0.999 1.223 0.069 0.223 -0.235
C -4.266 0.097 -0.017 0.309 0.351 0.424
O -4.744 0.524 -1.036 -0.120 0.068 -0.550
N -3.661 -1.131 0.105 -1.432 -0.539 0.178
C -4.094 -2.077 -0.947 0.647 -0.520 0.269
C -3.689 -1.689 1.472 0.443 0.588 -0.063
C -1.760 1.278 0.858 -0.262 0.259 0.426
H 3.662 -2.193 2.272 0.047 -0.149 0.061
H 4.156 -2.054 0.591 0.030 -0.151 -0.058
H 2.575 -2.734 0.959 0.047 -0.046 0.186
H 3.562 0.122 1.186 -0.017 0.156 0.266
H 2.111 -0.333 2.062 -0.198 -0.117 -0.011
H 1.750 -1.343 -0.551 -0.175 -0.034 -0.075
H 2.473 0.207 -0.853 -0.030 0.244 0.052
H 0.586 2.184 -0.446 0.028 0.002 -0.111
H 1.569 1.845 0.966 0.059 -0.131 0.112
H 0.437 2.964 2.832 0.028 0.109 0.134
H -1.668 2.861 5.100 0.016 0.066 0.097
H -3.650 2.361 3.286 0.016 -0.024 0.061
H -4.859 1.878 0.946 -0.092 0.013 -0.143
H -4.787 0.538 2.066 0.171 -0.075 0.187
H -4.984 -1.746 -1.467 0.113 0.282 -0.159
H -3.264 -2.266 -1.622 -0.134 0.148 -0.329
H -4.327 -3.032 -0.482 -0.016 -0.036 0.124
H -3.427 -2.739 1.484 0.072 -0.092 -0.239
H -4.658 -1.540 1.938 -0.134 -0.285 0.087
H -2.954 -1.156 2.073 0.056 -0.103 0.175
H -1.773 0.708 -0.055 -0.131 -0.116 -0.045
C 1.159 -6.738 -0.733 0.218 0.095 0.032
C 0.877 -5.352 -0.211 0.067 -0.025 -0.029
O 1.768 -4.575 0.039 -0.138 -0.065 -0.026
C -0.574 -4.976 -0.015 0.084 0.224 0.074
H 2.233 -6.877 -0.827 -0.001 0.015 0.002
H 0.762 -7.485 -0.043 -0.118 -0.027 -0.092
H 0.696 -6.870 -1.712 -0.109 -0.080 0.059
H -1.041 -5.651 0.704 -0.064 -0.083 -0.113
H -1.107 -5.037 -0.966 -0.058 -0.132 0.038
H -0.634 -3.956 0.362 0.026 -0.001 -0.010
C -4.478 -2.625 5.207 -0.085 0.082 -0.273
C -4.428 -1.121 5.199 -0.051 -0.056 0.016
O -4.736 -0.482 4.213 0.130 0.184 0.046
C -3.981 -0.445 6.469 -0.005 0.210 -0.206
H -4.816 -2.985 4.238 -0.013 0.001 0.011
H -3.486 -3.030 5.411 -0.039 -0.029 0.157
H -5.172 -2.971 5.974 0.115 -0.040 0.094
H -2.968 -0.762 6.725 -0.062 -0.115 0.120
H -4.654 -0.703 7.286 0.100 -0.087 0.062
H -3.992 0.635 6.332 -0.038 0.000 0.014
C -2.295 4.833 0.655 -0.096 0.279 -0.034
C -1.284 5.619 -0.146 0.125 -0.009 -0.106
O -0.310 5.067 -0.606 -0.008 -0.058 0.080
C -1.538 7.090 -0.339 0.215 -0.056 -0.126
H -1.969 3.809 0.696 0.026 -0.208 -0.080
H -2.360 5.239 1.667 -0.164 0.089 -0.047
H -3.276 4.876 0.177 -0.038 0.139 0.106
H -1.579 7.593 0.628 -0.151 0.006 -0.006
H -2.484 7.240 -0.863 -0.068 0.037 0.127
H -0.734 7.521 -0.930 0.004 -0.013 0.000
C 1.175 -0.102 -3.840 0.060 -0.190 0.211
C 2.567 -0.438 -4.322 0.080 -0.028 -0.034
O 3.228 -1.289 -3.772 -0.021 0.026 0.053
C 3.087 0.333 -5.507 0.155 -0.221 0.025
H 0.934 -0.732 -2.985 -0.016 0.010 -0.003
H 1.129 0.946 -3.537 -0.096 0.042 -0.146
H 0.447 -0.285 -4.632 -0.011 0.171 -0.032
H 3.121 1.398 -5.275 -0.081 0.026 -0.092
H 2.442 0.168 -6.372 -0.088 0.141 0.038
H 4.093 -0.003 -5.743 0.023 0.055 0.022
C 8.590 1.707 -5.663 -0.185 0.175 -0.054
C 7.342 1.029 -5.152 -0.007 -0.029 0.016
O 6.256 1.554 -5.235 -0.017 0.028 -0.002
C 7.509 -0.338 -4.532 -0.272 0.036 0.022
H 8.329 2.677 -6.081 -0.011 -0.006 0.003
H 9.298 1.851 -4.846 0.085 -0.119 -0.048
H 9.055 1.098 -6.439 0.107 -0.050 0.098
H 8.173 -0.278 -3.668 0.120 -0.059 -0.082
H 7.930 -1.030 -5.262 0.141 0.009 0.066
H 6.539 -0.711 -4.208 -0.002 0.009 -0.007
```
Positions in Å, forces in eV/Å.

Properties
Total energy (eV): -49217.170
LUMO level (eV): -3.52
Total charge: +1

Löwdin atomic charge list, values in e, 4 entries:
1. C -0.093
2. C -0.223
3. C -0.198
4. O -0.139